Entry 1:
Formula: C3H4N3O2
Source: the Open Molecules 2025 dataset
Level of theory: ωB97M-V/def2-TZVPD

**Energy relative to the best compared isomer or geometry (same formula, charge and spin)**: 793.7 kJ/mol
**Kohn-Sham gap (spin up / spin down)**: 7.120 / 7.131 eV
**M**: 114.1 g mol⁻¹
**Charge**: +1

Last column: Mulliken charge in e.
Geometry (Å):
O 1.37928 -2.15418 0.10723  -0.31
N 0.30403 -1.77439 -0.01068  0.52
C -0.87174 -1.46578 0.00902  0.00
C -1.40470 0.01257 0.03183  -0.11
N -0.79515 1.09303 0.02868  -0.32
C 0.51537 1.33967 0.20989  0.09
N 1.32216 0.47186 -0.21776  -0.25
O 2.64005 0.56029 0.06178  -0.32
H -1.71399 -1.97358 0.11845  0.47
H -2.40026 0.15644 -0.19423  0.47
H 0.83819 2.26386 0.84029  0.38
H 3.12849 -0.22095 -0.28921  0.37

Cartesian forces (eV/Å) of the 3 atoms listed first:
O -0.4 -0.5 -0.4
N 1.2 -0.5 0.8
C 1.8 4.5 0.0

=====

Entry 2:
Formula: C3H4N3O2S
Source: the Open Molecules 2025 dataset
Level of theory: ωB97M-V/def2-TZVPD

**Energy relative to the best compared isomer or geometry (same formula, charge and spin)**: 442.3 kJ/mol
**Kohn-Sham gap (spin up / spin down)**: 7.211 / 7.215 eV
**M**: 146.2 g mol⁻¹
**Charge**: -1

Last column: Mulliken charge in e.
Geometry (Å):
C 1.88064 1.66778 -0.04455  0.14
C 3.52040 -0.34499 0.62846  0.71
C -0.58429 -0.62804 0.00645  -0.55
N 3.19406 1.84665 0.06225  -0.52
N 1.33916 0.49245 -0.14735  -0.30
N 3.98698 0.84546 0.35835  -0.22
O 3.42048 -1.03190 1.62860  -0.63
O -0.11981 0.64208 -0.14803  -0.29
S 3.58276 -0.87357 -1.00601  -0.42
H 1.20720 2.59148 -0.04534  0.36
H -0.03595 -1.22195 0.83308  0.20
H -0.47973 -1.22428 -0.87977  0.24
H -1.64732 -0.56027 0.15167  0.28

Cartesian forces (eV/Å) of the 3 atoms listed first:
C -2.8 -0.4 0.2
C -0.3 -5.6 0.5
C 0.1 -2.2 1.2